The molecule C6H10O. Source: the OMol25 dataset; level of theory: ωB97M-V/def2-TZVPD.

Geometry (Å):
C -1.8116 -0.9967 -0.5358
C -1.2740 0.1877 -0.2945
C -2.0544 1.4473 -0.6242
C 0.1593 0.3260 0.0537
C 0.9110 -0.6048 0.6222
C 2.3578 -0.3613 0.9584
O 3.2617 -1.1297 0.1570
H -2.8031 -1.1297 -0.9387
H -1.3210 -1.9156 -0.2488
H -1.5057 2.1901 -1.1970
H -2.5739 1.8131 0.2582
H -2.8501 1.1285 -1.3013
H 0.6087 1.2963 -0.1260
H 0.5260 -1.5120 1.0783
H 2.5232 -0.6438 2.0034
H 2.6379 0.6900 0.8873
H 3.2081 -0.7855 -0.7521

Calculated values
highest occupied orbital energy: -8.85 eV
charge: 0
SMILES: C=C(C)/C=C/CO


The molecule C6H10O. Source: the OMol25 dataset; level of theory: ωB97M-V/def2-TZVPD.

Geometry (Å):
C -1.3060 -1.0379 1.4727
C -0.5697 -0.2133 0.4638
C -0.6995 1.0893 0.2146
C 0.2056 1.5826 -0.8849
C 1.0071 0.3253 -1.2927
C 0.5001 -0.8402 -0.4081
O 1.5192 -1.4687 0.3591
H -0.5985 -1.5571 2.1288
H -1.9068 -1.8123 0.9791
H -1.9734 -0.4246 2.0856
H -1.3973 1.7472 0.7302
H 0.8514 2.4014 -0.5421
H -0.3764 1.9777 -1.7256
H 0.8779 0.0952 -2.3541
H 2.0823 0.4547 -1.1293
H 0.0889 -1.6553 -1.0137
H 1.8782 -0.7941 0.9521

Calculated values
highest occupied orbital energy: -9.19 eV
charge: 0
SMILES: CC1=CCC[C@H]1O


The molecule C6H10O. Source: the OMol25 dataset; level of theory: ωB97M-V/def2-TZVPD.

Geometry (Å):
C -0.1675 2.1089 0.1565
C 0.8952 1.0213 -0.0036
C 1.3384 -0.2608 0.7092
C 0.4006 -0.3162 -0.4558
C -1.0223 -0.6676 -0.0446
C -1.1529 -2.1539 -0.2511
O -1.3951 -2.6509 -1.3245
H -0.9807 1.9059 0.8592
H -0.6343 2.1916 -0.8375
H 0.2466 3.0963 0.3795
H 1.7496 1.4224 -0.5414
H 2.3611 -0.5759 0.5063
H 0.9720 -0.6178 1.6694
H 0.7124 -0.7114 -1.4193
H -1.7765 -0.1321 -0.6295
H -1.1563 -0.4166 1.0162
H -0.9260 -2.7883 0.6340

Calculated values
highest occupied orbital energy: -9.65 eV
charge: 0
SMILES: C[C@H]1C[C@H]1CC=O


The molecule C6H10O. Source: the OMol25 dataset; level of theory: ωB97M-V/def2-TZVPD.

Geometry (Å):
O -2.7873 -0.8532 -0.3388
C -1.9205 -1.6170 -0.6913
C -0.4673 -1.5275 -0.2854
C -0.1841 -0.4231 0.7396
C 1.0255 0.4180 0.4014
C 0.9067 1.4280 -0.7061
C 1.0227 1.8843 0.7229
H -2.1649 -2.4533 -1.3800
H -0.1573 -2.5198 0.0664
H 0.1018 -1.3692 -1.2150
H -0.0707 -0.8587 1.7403
H -1.0677 0.2241 0.7832
H 1.9860 -0.0907 0.4888
H 1.7517 1.5844 -1.3702
H -0.0631 1.5262 -1.1908
H 1.9526 2.3467 1.0400
H 0.1360 2.3011 1.1951

Calculated values
highest occupied orbital energy: -9.82 eV
charge: 0
SMILES: O=CCCC1CC1


A cluster of 2 separate species, C6H10O in total. Source: the OMol25 dataset; level of theory: ωB97M-V/def2-TZVPD.

Geometry (Å):
C -2.1165 -0.2250 0.1128
C -1.0836 0.9233 0.0202
C -0.3998 1.3512 0.9681
C 0.9007 -0.0177 -0.8152
C 0.8497 -1.2907 -0.5966
C 2.3388 -0.2900 -0.0142
O 3.0632 0.6879 -0.2056
H -3.1027 0.2463 0.1525
H -1.9823 -0.8008 1.0253
H -2.1211 -0.9261 -0.7129
H -1.2209 1.5127 -0.9218
H 0.1351 2.3376 0.9746
H -0.4190 0.9012 1.9852
H 1.2224 0.4299 -1.8079
H 0.6888 -2.0398 -1.3179
H 0.6022 -1.6702 0.4698
H 2.6449 -1.1297 0.6835

Calculated values
highest occupied orbital energy: -7.70 eV
charge: 0


A structure of composition C6H10O. Source: the OMol25 dataset; level of theory: ωB97M-V/def2-TZVPD.

Geometry (Å):
C -0.6669 -0.0590 -1.1666
C 0.5479 0.3312 -0.4817
O 0.9610 1.4821 -0.4949
C 1.1853 -0.7400 0.3859
C 0.5218 -0.6868 1.7360
C -0.6686 -0.0973 1.7279
C -1.2798 0.3715 0.3991
H -1.1279 0.6336 -1.8802
H -0.8118 -1.1044 -1.4940
H 0.8092 0.6220 -2.7490
H 1.0665 1.1435 -2.2698
H 1.0756 -1.7386 -0.0554
H 2.2367 -0.4676 0.4127
H 0.9982 -1.1174 2.6186
H -1.2542 0.0567 2.6417
H -1.3619 1.4688 0.4021
H -2.2310 -0.0984 0.2674

Calculated values
highest occupied orbital energy: -9.39 eV
charge: 0


The molecule C6H10O. Source: the OMol25 dataset; level of theory: ωB97M-V/def2-TZVPD.

Geometry (Å):
O 2.7579 -1.1668 1.7454
C 2.6559 -0.3698 0.8424
C 1.5730 -0.4300 -0.2073
C 0.2741 0.1366 0.3954
C -0.7376 0.5396 -0.6507
C -1.7970 -0.4118 -1.1316
C -2.1678 0.7513 -0.2536
H 3.3416 0.5068 0.7802
H 1.8704 0.1624 -1.0815
H 1.4218 -1.4678 -0.5226
H 0.5094 1.0116 1.0182
H -0.1543 -0.6105 1.0758
H -0.3478 1.2266 -1.4014
H -2.0857 -0.3740 -2.1786
H -1.8332 -1.4059 -0.6928
H -2.7081 1.5828 -0.6948
H -2.4371 0.5410 0.7787

Calculated values
highest occupied orbital energy: -9.76 eV
charge: 0
SMILES: O=CCCC1CC1


A cluster of 2 separate species, C6H10O in total. Source: the OMol25 dataset; level of theory: ωB97M-V/def2-TZVPD.

Geometry (Å):
C -1.0424 0.7265 -1.2780
C -1.3863 -0.4544 -0.7579
C -1.5962 -0.8386 0.6517
C -1.9038 -0.0896 1.7119
H -0.8525 0.8094 -2.3461
H -0.9171 1.6346 -0.6914
H -1.4517 -1.2933 -1.4498
H -1.4457 -1.9017 0.8271
H -2.1007 0.9792 1.6737
H -1.9676 -0.5601 2.6906
C 2.4703 0.6051 -0.5362
C 1.4963 0.0704 0.4785
O 1.4213 -1.0944 0.7879
H 1.9708 1.2913 -1.2291
H 2.9228 -0.2250 -1.0827
H 3.2548 1.1711 -0.0191
H 0.8347 0.8256 0.9563

Calculated values
highest occupied orbital energy: -9.08 eV
charge: 0
SMILES: C=CC=C.CC=O


A cluster of 2 separate species, C6H10O in total. Source: the OMol25 dataset; level of theory: ωB97M-V/def2-TZVPD.

Geometry (Å):
O 1.1051 -1.3322 1.6227
C 1.5050 -1.0714 0.5108
C 1.5042 0.3190 -0.0887
C 0.4397 1.2366 0.5217
C -0.8638 1.2005 -0.2271
C -0.5260 -1.9702 -1.0658
C -2.0539 0.9261 0.3055
H 1.9852 -1.8473 -0.1187
H 2.5117 0.7207 0.0935
H 1.3905 0.2296 -1.1742
H 0.8084 2.2707 0.5201
H 0.2833 0.9473 1.5667
H -0.8093 1.4719 -1.2838
H -1.0491 -2.2808 -1.9956
H -1.1043 -2.4787 -0.2648
H -2.9675 0.9824 -0.2816
H -2.1594 0.6757 1.3593

Calculated values
highest occupied orbital energy (spin up / spin down): -9.41 / -9.43 eV
charge: 0


A structure of composition C6H10O. Source: the OMol25 dataset; level of theory: ωB97M-V/def2-TZVPD.

Geometry (Å):
C -1.3195 1.8874 0.4166
C -0.0751 1.0702 0.1097
C 0.4036 -0.1046 0.9773
C 0.8847 -0.8726 -0.2927
O 2.2383 -0.9563 -0.6054
C -0.0560 -1.9060 -0.6193
C -0.0495 0.0276 -1.0116
H -1.2377 2.4675 1.3448
H -2.1890 1.2292 0.4916
H -1.5097 2.6077 -0.3919
H 0.7829 1.7679 -0.0001
H -0.4730 -0.5860 1.4250
H 1.2087 0.0339 1.6880
H 2.5496 -1.8030 -0.2639
H 0.2495 -2.6288 -1.3948
H -0.8097 -2.2808 0.0584
H -0.5983 0.0466 -1.9317

Calculated values
highest occupied orbital energy: -8.18 eV
charge: 0


Relative energy (zero: lowest compared OMol25 entry of this formula, charge and spin) list, top to bottom, in kcal per mole: 28.73; 0.48; 27.72; 17.42; 153.40; 69.46; 18.20; 35.53; 122.47; 81.75
Strongest force on any atom list, top to bottom, in eV/Å: 1.3; 0.3; 0.5; 0.5; 7.6; 1.9; 0.6; 0.5; 0.5; 1.2